C44H47BaN5O5P2S6Se | ωB97M-V/def2-TZVPD

Last column: Löwdin charge in e.
Element x y z (Å)
Ba -0.38691 0.56607 -0.75175  1.472
C -5.12690 1.67525 -0.28724  -0.535
C -5.24321 0.18021 -0.02687  -0.527
S -3.97707 -0.72902 -0.94504  0.826
C -4.04057 -2.33246 -0.10323  -0.527
C -3.94826 -2.29988 1.42417  -0.517
S -2.56257 -1.29045 1.99610  0.833
C -3.23790 -0.65795 3.54842  -0.510
C -2.28088 0.34240 4.18882  -0.559
S -1.69861 1.73222 3.19314  0.793
C -3.14460 2.81435 3.16074  -0.542
C -4.26158 2.46710 2.18368  -0.532
S -3.66474 2.40622 0.47608  0.840
H -6.01605 2.19166 0.08062  0.085
H -5.04897 1.88250 -1.35284  0.046
H -6.23811 -0.17713 -0.30375  0.088
H -5.10212 -0.00300 1.03987  0.039
H -3.20998 -2.91026 -0.51030  0.050
H -4.95609 -2.86307 -0.37683  0.081
H -3.85103 -3.33490 1.76339  0.081
H -4.88032 -1.92388 1.85113  0.069
H -3.39014 -1.46866 4.26528  0.088
H -4.21305 -0.20524 3.35857  0.055
H -1.35813 -0.17136 4.45893  0.008
H -2.73670 0.72654 5.10533  0.083
H -2.75964 3.81053 2.93180  0.068
H -3.56480 2.87729 4.16809  0.080
H -5.04180 3.22808 2.26727  0.083
H -4.71210 1.51310 2.45581  0.049
C 0.92871 4.52325 0.77607  -0.287
P 1.40539 2.77871 1.08177  0.811
C 1.80356 2.90045 2.86339  -0.294
C 3.12796 2.68229 0.40619  -0.377
C 3.93229 3.81816 0.51432  -0.099
C 5.25817 3.81470 0.12232  -0.075
C 5.81939 2.64972 -0.37376  -0.078
C 5.03593 1.51762 -0.49197  -0.099
C 3.68838 1.51248 -0.12972  -0.368
P 2.72364 -0.03452 -0.39513  0.785
C 3.59348 -1.23124 0.66905  -0.263
C 3.31610 -0.57575 -2.04587  -0.279
H 1.42333 5.20779 1.46857  0.038
H -0.14815 4.60292 0.93811  0.035
H 1.13595 4.82450 -0.24728  0.028
H 2.62770 3.60112 3.01040  0.043
H 2.04538 1.91369 3.25303  -0.024
H 0.92433 3.26114 3.40047  0.022
H 3.51064 4.72808 0.92062  0.093
H 5.85336 4.71416 0.21599  0.104
H 6.86050 2.62160 -0.66732  0.104
H 5.48884 0.61417 -0.87950  0.090
H 4.66001 -1.25964 0.43465  0.048
H 3.17034 -2.22559 0.51876  0.045
H 3.44926 -0.96498 1.71247  0.012
H 4.40045 -0.69438 -2.07941  0.032
H 2.99751 0.12086 -2.82114  0.030
H 2.86871 -1.54947 -2.25792  0.038
Se -0.70679 -7.32162 -4.35298  1.108
N -0.51894 -6.78843 -2.64754  -0.222
C -0.65821 -5.49257 -2.62873  -0.343
C -0.54114 -4.68861 -1.42399  -0.092
C -0.29651 -5.27721 -0.17738  0.016
C -0.15585 -4.45465 0.91663  -0.022
C -0.22714 -3.06995 0.73518  -0.183
N -0.47410 -2.50553 -0.43373  0.062
C -0.65605 -3.29636 -1.50186  -0.167
C -1.02746 -2.65549 -2.78430  -0.150
N -1.29292 -1.34568 -2.77196  0.018
C -1.64735 -0.76992 -3.90516  -0.135
C -1.74352 -1.43588 -5.12350  -0.014
C -1.48201 -2.79036 -5.14822  0.018
C -1.13227 -3.42053 -3.95401  -0.084
C -0.92002 -4.85897 -3.89338  -0.342
N -0.98584 -5.64176 -4.93258  -0.221
H -0.22211 -6.35284 -0.10112  0.118
H 0.02322 -4.84493 1.90784  0.108
H -0.04955 -2.38923 1.56706  -0.014
H -1.89828 0.28321 -3.85121  0.100
H -2.03143 -0.89121 -6.01022  0.113
H -1.55356 -3.37365 -6.05527  0.119
O 5.39403 -4.82613 5.65406  0.099
C 5.41064 -3.46820 5.60018  -0.492
O 6.33682 -2.87130 6.08027  0.103
C 4.25562 -2.81268 4.94446  -0.157
C 4.10137 -1.43303 5.11738  -0.016
C 3.04960 -0.76536 4.53522  -0.117
C 2.09914 -1.42387 3.73512  -0.719
S 0.80868 -0.53525 2.98513  0.564
C 2.27172 -2.80295 3.56742  -0.126
C 3.31878 -3.48206 4.15407  -0.040
H 4.54924 -5.14906 5.31991  0.080
H 4.82412 -0.90074 5.71969  0.119
H 2.94385 0.30060 4.68936  0.090
H 1.57645 -3.35408 2.94964  0.072
H 3.40228 -4.54447 3.94628  0.106
O -3.45278 2.67653 -2.77639  0.051
C -2.26812 2.86175 -2.96564  -0.531
N -1.26278 2.40403 -2.14826  -0.329
S 0.17571 2.55787 -2.90939  0.533
O 0.61575 1.21684 -3.30339  -0.424
O 1.15523 3.26078 -2.11423  -0.311
C -0.37234 3.50877 -4.26428  -0.232
C 0.37658 4.10922 -5.25582  -0.019
C -0.33587 4.83397 -6.20419  -0.058
C -1.72470 4.93091 -6.13321  -0.058
C -2.44220 4.31628 -5.12111  0.009
C -1.73563 3.59693 -4.16766  -0.130
H 1.45240 4.02308 -5.28747  0.125
H 0.19022 5.33391 -7.00548  0.108
H -2.24543 5.50702 -6.88685  0.109
H -3.51892 4.39473 -5.06094  0.124

Atoms 1-2, force components in eV/Å:
Ba -0.600 -2.195 2.470
C -0.037 -0.038 -0.142

Output
**Total charge**: 0
**Energy above the lowest of the compared OMol25 structures with the same formula, charge and spin**: 0.626 eV

C4H6N2 | ωB97M-V/def2-TZVPD

Last column: Löwdin charge in e.
Element x y z (Å)
C -1.71369 -0.73275 0.36629  -0.037
C -0.58886 0.12244 -0.00428  -0.246
C 0.70745 0.13294 -0.67790  -0.227
N 1.99814 -0.02401 0.06455  -0.204
N 2.30331 0.68408 0.99703  0.058
C -0.06499 1.29537 -0.14960  0.050
H -2.59608 -0.10140 0.48012  0.084
H -1.89989 -1.48432 -0.40884  0.085
H -1.47184 -1.23040 1.30502  0.086
H 0.79948 -0.32957 -1.67237  0.125
H 2.66391 -0.67695 -0.40431  0.121
H -0.13693 2.34457 0.10429  0.106

Atoms 1-2, force components in eV/Å:
C -0.102 -0.081 0.173
C 0.023 0.238 -0.019

Output
**Total charge**: 0
**Energy above the lowest of the compared OMol25 structures with the same formula, charge and spin**: 5.028 eV

C4H7N3O2 | ωB97M-V/def2-TZVPD

Last column: Löwdin charge in e.
Element x y z (Å)
C 0.18784 2.42220 -1.91789  0.140
C 0.31017 -1.59356 -0.90271  0.135
C 0.06817 -0.98711 0.24738  -0.298
C -0.83238 -1.35982 1.29993  -0.042
N -0.37710 2.21615 -0.91312  -0.213
N -0.92981 1.90322 0.16613  0.031
N 1.02613 0.06296 0.59135  -0.400
O 1.10833 0.30808 1.74474  0.085
O 1.67936 0.58004 -0.31864  0.023
H 0.41962 2.71852 -2.88511  0.054
H 1.11339 -1.34958 -1.57493  0.081
H -0.21952 -2.38258 -1.26636  0.046
H -1.27107 -0.53681 1.76460  0.064
H -0.39733 -1.91876 2.07681  0.080
H -1.57144 -2.05551 0.83178  0.117
H -0.31433 1.97256 1.05604  0.098

Atoms 1-2, force components in eV/Å:
C -1.612 -0.681 1.990
C 1.168 1.458 0.245

Output
**Total charge**: 0
**Energy above the lowest of the compared OMol25 structures with the same formula, charge and spin**: 7.896 eV

C8H18Cl2N3O | ωB97M-V/def2-TZVPD

Last column: Löwdin charge in e.
Element x y z (Å)
N 3.62788 -1.59021 -0.21041  0.128
C 3.78227 -0.48451 -0.80965  -0.584
N 4.54109 0.53002 -0.21094  0.102
N 3.32021 -0.11562 -2.11811  -0.006
C 1.85735 0.16425 -2.20350  -0.213
C 1.42349 1.31217 -1.29686  -0.203
C 0.97430 0.90336 0.12030  -0.238
C -0.53211 0.61335 0.21260  -0.315
C -1.02281 -0.74173 -0.35923  -0.326
O 0.12464 -1.72134 -0.32280  -0.277
H 3.01836 -2.20573 -0.74163  0.039
H 4.12494 1.43634 -0.38078  0.064
H 4.58955 0.35277 0.78658  0.079
H 3.50062 -0.91948 -2.71061  0.097
H 1.67536 0.42288 -3.25180  0.103
H 1.26109 -0.71754 -1.95383  0.086
H 0.57936 1.82100 -1.77806  0.100
H 2.23946 2.05089 -1.26415  0.087
H 1.54009 0.03148 0.46286  0.082
H 1.21200 1.72750 0.80800  0.092
H -1.02461 1.43595 -0.32958  0.066
H -0.82480 0.74206 1.27300  0.060
H -1.71510 -1.13860 0.40631  -0.022
H -0.06573 -2.25930 -1.09318  0.015
Cl -4.28726 0.45850 0.18849  0.553
C -4.90698 -0.59294 1.47231  -0.679
C -4.85816 0.05875 2.83203  -0.679
Cl -3.19241 0.31485 3.40985  0.538
H -4.31522 -1.50602 1.45134  0.067
H -5.94408 -0.83118 1.23597  0.064
H -5.35357 -0.58075 3.56171  0.063
H -5.34924 1.02885 2.81376  0.059

Atoms 1-2, force components in eV/Å:
N 0.171 -0.070 -0.071
C 0.069 0.244 -0.045

Output
**Total charge**: -1
**Energy**: -40148.6520 eV